# 1
A 7-piece molecular cluster, C42H42ClN8O12 overall, computed with ωB97M-V with the def2-TZVPD basis set.

```
105
Properties=species:S:1:pos:R:3
C -6.41453 -0.18259 0.55443
C -6.08659 0.20226 -0.93900
N -5.61123 -1.00991 -1.64361
C -4.15894 -1.23269 -1.57112
Cl -3.44543 -1.44856 -3.23230
C -4.07881 -2.66623 -0.82392
C -3.28889 -2.49536 0.48865
N -2.83615 -1.27909 0.59473
C -3.26495 -0.45356 -0.56073
H -5.58805 -0.83439 0.93385
H -6.58052 0.69090 1.21690
H -7.31336 -0.84650 0.51542
H -5.43866 1.10220 -1.04590
H -7.06827 0.47075 -1.40659
H -5.85178 -0.92163 -2.62956
H -5.10390 -3.02283 -0.56874
H -3.60199 -3.43758 -1.47313
H -3.09942 -3.25666 1.26932
H -2.25807 -0.93850 1.36540
H -2.29584 -0.25466 -1.10206
H -3.52878 0.56628 -0.21337
C -1.95889 1.86774 6.35249
C -1.29054 2.67265 5.43486
C -0.75991 2.11690 4.28013
C -0.90985 0.75255 4.05499
C -1.56866 -0.06071 4.96933
C -2.09418 0.50267 6.12230
N -0.37816 0.16396 2.83118
O 0.20548 0.88837 2.05640
O -0.55901 -1.03473 2.64337
H -2.37663 2.30667 7.25064
H -1.18663 3.73414 5.61982
H -0.24188 2.74993 3.57164
H -1.68088 -1.12385 4.79855
H -2.61202 -0.12082 6.84037
C -2.58522 3.01993 -2.08004
C -2.12376 2.18405 -3.09064
C -1.17836 2.64522 -3.99605
C -0.70059 3.94294 -3.87505
C -1.16071 4.78853 -2.87371
C -2.10837 4.32151 -1.97376
N 0.31540 4.42433 -4.81194
O 0.68188 3.66600 -5.68477
O 0.73527 5.55144 -4.65800
H -3.32087 2.65594 -1.37020
H -2.49685 1.17051 -3.17239
H -0.82387 1.98814 -4.77906
H -0.79175 5.80141 -2.78291
H -2.47284 4.97046 -1.18731
C 3.89981 -0.16053 -0.11138
C 2.58427 0.20454 0.14477
C 1.63389 0.13043 -0.86079
C 2.00866 -0.31543 -2.12043
C 3.32386 -0.67617 -2.39284
C 4.27184 -0.59625 -1.37980
N 0.99657 -0.41698 -3.17037
O -0.14218 -0.07654 -2.89951
O 1.34198 -0.83867 -4.25429
H 4.63727 -0.10596 0.68131
H 2.29774 0.54447 1.13014
H 0.61286 0.41768 -0.64887
H 3.61973 -1.01943 -3.37565
H 5.29849 -0.87719 -1.57720
C 0.57095 -6.50084 5.27540
C 0.29514 -6.32626 6.62634
C -0.67906 -5.42211 7.02600
C -1.37312 -4.70206 6.06180
C -1.09953 -4.86424 4.70945
C -0.12201 -5.76815 4.31843
N -2.41659 -3.76657 6.47934
O -2.61443 -3.63521 7.66601
O -3.03405 -3.17003 5.61283
H 1.32839 -7.21141 4.96676
H 0.83806 -6.89761 7.36823
H -0.88715 -5.29255 8.07959
H -1.63581 -4.30039 3.95853
H 0.09846 -5.90525 3.26732
C 4.45321 5.54563 3.01888
C 4.60650 5.18982 4.35408
C 4.57166 3.85297 4.72591
C 4.38688 2.88189 3.74965
C 4.22542 3.22769 2.41348
C 4.25879 4.56699 2.05064
N 4.37426 1.47078 4.13415
O 4.49832 1.20332 5.30936
O 4.24272 0.64304 3.25240
H 4.48668 6.58988 2.73145
H 4.75651 5.95517 5.10490
H 4.69210 3.58487 5.76700
H 4.07702 2.47253 1.65272
H 4.13730 4.84864 1.01230
C 2.54330 -0.64383 -6.96177
C 3.18126 0.16123 -7.89905
C 3.65993 -0.39105 -9.07959
C 3.48928 -1.75005 -9.31069
C 2.85995 -2.56391 -8.37765
C 2.38666 -2.00425 -7.19866
N 3.97002 -2.33225 -10.56366
O 4.53211 -1.59788 -11.34913
O 3.77629 -3.51626 -10.74789
H 2.16592 -0.21035 -6.04473
H 3.30262 1.22059 -7.71040
H 4.15500 0.24208 -9.80364
H 2.73116 -3.62318 -8.55556
H 1.89154 -2.62781 -6.46453
```

Properties
E_LUMO = -4.0 eV
E_HOMO = -11.101 eV
total charge = +1
frontier orbital gap = 7.08 eV
total energy = -3425.95910 a.u.


# 2
C42H42IrN3S4Si2 as an isolated structure, computed with ωB97M-V with the def2-TZVPD basis set.

```
94
Properties=species:S:1:pos:R:3
Ir -0.44918 0.71074 0.17827
N -0.44872 1.27073 2.53231
C 0.58107 0.68869 3.30868
C 0.27193 -0.06796 4.43010
C 1.27129 -0.73057 5.12380
C 2.58466 -0.62890 4.69220
C 2.88071 0.13051 3.57011
C 1.89200 0.80669 2.85587
C 2.26677 1.54099 1.61264
C 3.46918 2.25691 1.67842
C 4.07894 2.77178 0.54708
C 3.50204 2.51120 -0.68362
C 2.28634 1.84541 -0.74887
C 1.58587 1.41201 0.37674
H -1.35352 1.14183 2.96692
H -0.30867 2.25703 2.31473
H -0.76255 -0.15058 4.74508
H 1.02084 -1.33507 5.98639
H 3.37453 -1.15758 5.21062
H 3.89977 0.17700 3.20748
H 3.94005 2.38594 2.64643
H 4.99473 3.34481 0.62806
H 3.97329 2.84596 -1.60097
H 1.87951 1.64805 -1.72511
S -1.06944 3.05219 0.20790
C -0.04862 4.36165 -0.42219
C -0.55518 5.18187 -1.43178
C 0.14422 6.30211 -1.85225
C 1.36666 6.62230 -1.27304
C 1.87891 5.81235 -0.26955
C 1.17427 4.69494 0.15716
H -1.50379 4.92227 -1.88583
H -0.26409 6.92308 -2.64062
H 1.91252 7.49881 -1.60047
H 2.83227 6.04750 0.18863
H 1.57337 4.06551 0.94242
S 0.32845 -6.87622 -0.90303
C 0.37167 -5.44518 -0.07135
S -0.48690 -4.04393 -0.64247
C 0.28567 -3.03873 0.55755
N 1.06437 -3.71851 1.33123
N 1.08018 -5.05749 1.01909
C 1.77262 -5.87887 1.96616
C 2.69776 -5.26921 2.80959
C 3.36776 -6.03020 3.75329
C 3.12405 -7.39094 3.86773
C 2.19216 -7.98444 3.03151
C 1.51159 -7.23873 2.07955
S 0.11418 -1.35104 1.04570
H 2.87516 -4.20821 2.72397
H 4.08698 -5.54847 4.40345
H 3.65374 -7.98221 4.60369
H 1.98292 -9.04338 3.11485
H 0.78687 -7.70838 1.43634
C -0.35431 -1.22925 -2.74694
Si -0.75205 0.53788 -2.19323
C -2.48460 1.02472 -2.82469
C 0.25494 1.55037 -3.49711
C 0.66759 2.87364 -3.34399
C 1.30438 3.58168 -4.35483
C 1.54428 2.97429 -5.57857
C 1.11941 1.66826 -5.77680
C 0.48490 0.97444 -4.75360
H -1.15483 -1.68644 -3.33626
H -0.19227 -1.83831 -1.86953
H 0.56814 -1.27846 -3.32747
H -2.91752 0.20285 -3.40296
H -2.38159 1.88916 -3.48453
H -3.20173 1.29055 -2.05166
H 0.50173 3.36248 -2.39786
H 1.61131 4.60612 -4.17704
H 2.05845 3.50971 -6.36803
H 1.28250 1.18352 -6.73262
H 0.15211 -0.03660 -4.95451
C -3.15053 -0.35145 2.28920
Si -2.89466 0.48565 0.58629
C -3.99539 2.00920 0.69903
C -3.81119 -0.70948 -0.57229
C -3.22105 -1.93272 -0.88252
C -3.85684 -2.88025 -1.67166
C -5.12287 -2.61445 -2.17471
C -5.73678 -1.40488 -1.87561
C -5.08811 -0.46721 -1.08267
H -4.04584 -0.97548 2.22931
H -3.33101 0.38423 3.08218
H -2.31494 -0.98786 2.58492
H -4.94048 1.71001 1.16528
H -4.20692 2.44397 -0.28018
H -3.54466 2.79796 1.30075
H -2.23040 -2.13616 -0.49464
H -3.36321 -3.81884 -1.89626
H -5.62812 -3.34332 -2.79675
H -6.72469 -1.18942 -2.26600
H -5.58439 0.47386 -0.87207
```

Properties
2S+1 = 2
E_LUMO (alpha / beta) = 2.4 / 0.7 eV
E_HOMO (alpha / beta) = -4.877 / -5.197 eV
relative energy (zero: lowest compared OMol25 entry of this formula, charge and spin) = 39.48 kcal per mole
total charge = -1
frontier orbital gap (alpha / beta) = 7.28 / 5.93 eV
total energy = -4066.14546 a.u.


# 3
C42H42N6O2PRuS as an isolated structure, computed with ωB97M-V with the def2-TZVPD basis set.

```
95
Properties=species:S:1:pos:R:3
Ru 0.49050 -0.00270 0.15470
C -2.29290 1.82120 0.55250
C -1.58510 2.45640 1.75810
C -0.13260 2.82280 1.56740
C 0.26640 4.15690 1.60000
C 1.60630 4.47800 1.46590
C 2.53140 3.45270 1.32880
C 2.06770 2.14910 1.31260
N 0.77120 1.85420 1.41760
N -2.02570 0.40410 0.25280
C -2.53060 -0.49180 1.30370
C -1.69230 -0.52570 2.55240
C -2.26110 -0.67060 3.81310
C -1.42140 -0.78530 4.90950
C -0.04950 -0.74630 4.71600
C 0.43410 -0.58170 3.42860
N -0.37300 -0.49080 2.38090
C -2.67360 0.07050 -1.02720
C -1.74690 -0.03880 -2.21210
C -2.29180 -0.09140 -3.49330
C -1.45070 -0.22850 -4.58190
C -0.08220 -0.29740 -4.35660
C 0.37800 -0.23800 -3.05470
N -0.43890 -0.11780 -2.01220
H -2.02550 2.39740 -0.33640
H -3.37260 1.94150 0.73110
H -1.68280 1.81090 2.63370
H -2.13140 3.37850 1.97280
H -0.48000 4.92820 1.71610
H 1.92650 5.50910 1.47750
H 3.58570 3.65000 1.22590
H 2.76290 1.30960 1.23710
H -2.49360 -1.51550 0.90870
H -3.57370 -0.25190 1.55520
H -3.33420 -0.68470 3.93260
H -1.83270 -0.88810 5.90150
H 0.63270 -0.84310 5.54300
H 1.49600 -0.52120 3.22110
H -3.44540 0.81140 -1.27010
H -3.18260 -0.89540 -0.94440
H -3.36110 -0.02610 -3.61790
H -1.85560 -0.27280 -5.58090
H 0.61130 -0.41000 -5.17370
H 1.43540 -0.27920 -2.82570
O 3.46050 -0.64300 1.21810
C 3.02500 -1.21230 0.22580
O 2.42810 -0.67530 -0.76050
C 3.12650 -2.72650 0.12910
C 4.34250 -3.38990 0.14440
C 4.35780 -4.77280 0.06610
C 3.17120 -5.48720 -0.01720
C 1.95850 -4.82840 -0.02000
C 1.93580 -3.43600 0.05200
P 0.30910 -2.61570 0.12310
C -0.37120 -3.21040 -1.45400
C 0.53700 -3.34440 -2.50790
C 0.10970 -3.77660 -3.74770
C -1.22920 -4.05840 -3.96090
C -2.14560 -3.86360 -2.94030
C -1.72240 -3.42430 -1.69820
C -0.34950 -3.49180 1.58130
C -1.64450 -3.97240 1.74490
C -2.05180 -4.47080 2.97070
C -1.17650 -4.50200 4.04240
C 0.12460 -4.05050 3.88190
C 0.53020 -3.53330 2.66890
H 5.26130 -2.83040 0.22260
H 5.30130 -5.29470 0.08010
H 3.18930 -6.56510 -0.07060
H 1.02740 -5.37480 -0.07890
H 1.58080 -3.11670 -2.35130
H 0.82450 -3.89900 -4.54660
H -1.55860 -4.42790 -4.91850
H -3.19350 -4.05650 -3.11260
H -2.45300 -3.26530 -0.91970
H -2.33620 -3.99830 0.91880
H -3.06170 -4.83400 3.08800
H -1.50030 -4.89100 4.99480
H 0.82040 -4.09850 4.70560
H 1.54490 -3.17420 2.55430
S 0.33460 2.74340 -1.57420
C 0.88170 2.95340 -3.16800
N 0.02040 3.38580 -4.08580
C 0.41420 3.73590 -5.43870
C 1.87540 4.17080 -5.42460
C 2.70110 3.05220 -4.80020
N 2.14210 2.70720 -3.50210
H -0.91030 3.60970 -3.76980
H -0.23740 4.53350 -5.79810
H 0.27890 2.86430 -6.08920
H 1.97440 5.08310 -4.83260
H 2.21780 4.37760 -6.43740
H 3.73800 3.36020 -4.66690
H 2.69070 2.16730 -5.44580
H 2.76200 2.38700 -2.77210
```

Properties
2S+1 = 6
E_LUMO (alpha / beta) = -4.6 / -7.1 eV
E_HOMO (alpha / beta) = -12.982 / -13.092 eV
total charge = +2
frontier orbital gap (alpha / beta) = 8.43 / 5.96 eV
total energy = -2938.66133 a.u.


# 4
C42H42O2P2Re as an isolated structure, computed with ωB97M-V with the def2-TZVPD basis set.

```
89
Properties=species:S:1:pos:R:3
Re -0.91146 -2.59105 -0.45733
C -0.70921 -4.21621 1.05036
C -0.15469 -2.98742 1.54299
C 1.33049 -2.73488 1.66891
C 1.99930 -2.17495 0.40264
C 1.09377 -2.22332 -0.80491
C 0.75191 -3.55437 -1.29658
C 1.17398 -4.79758 -0.51934
C 0.12721 -5.31147 0.47086
C -1.89642 -1.32025 -1.78895
H -1.61386 -4.54447 1.57415
H -0.72345 -2.54227 2.36136
H 1.85057 -3.64483 2.01955
H 1.46200 -1.97198 2.45332
H 2.32924 -1.14578 0.60305
H 2.89091 -2.78146 0.19457
H 1.26997 -1.45030 -1.55176
H 0.76626 -3.70277 -2.38687
H 2.11850 -4.62439 0.00099
H 1.36341 -5.59913 -1.24102
H -0.48911 -6.07740 -0.02177
H 0.56896 -5.85469 1.31556
H -2.77645 -1.07036 -1.16238
H -2.24392 -1.78194 -2.73958
H -1.33985 -0.41480 -2.04887
P 0.29298 3.00000 1.38564
P 1.30778 2.87344 -0.89703
C 2.03327 2.57342 1.58362
C 2.61969 2.74397 0.36034
C 0.23318 4.65343 2.18210
C 1.29335 5.15345 2.97191
C 0.98323 5.99666 4.04417
C -0.31557 6.49507 4.19985
C -1.26548 6.25868 3.19822
C -0.97573 5.38908 2.14664
C -0.64045 1.88366 2.45326
C -1.23211 0.73234 1.89099
C -1.97550 -0.12226 2.70260
C -1.89910 0.03240 4.09435
C -1.36559 1.20454 4.64757
C -0.77832 2.16441 3.81964
C 1.71730 4.55223 -1.58918
C 1.53798 5.72183 -0.81812
C 2.26842 6.87395 -1.13265
C 3.11830 6.87518 -2.24335
C 3.16350 5.77038 -3.10694
C 2.43231 4.62511 -2.79666
C 1.88102 1.66134 -2.13099
C 1.18632 1.56655 -3.35578
C 1.78687 0.94444 -4.44746
C 3.05368 0.35883 -4.31820
C 3.69388 0.35348 -3.07554
C 3.07330 0.93475 -1.96616
H 2.43417 2.17166 2.50926
H 3.66471 2.84478 0.06902
H 2.33350 4.85175 2.80990
H 1.75654 6.25325 4.77014
H -0.58591 7.08578 5.08056
H -2.24354 6.73634 3.24963
H -1.68677 5.22830 1.33192
H -1.11039 0.53506 0.82241
H -2.61213 -0.90406 2.27267
H -2.29193 -0.74315 4.75471
H -1.41335 1.39596 5.72141
H -0.42469 3.12375 4.22007
H 0.86455 5.72604 0.04723
H 2.17561 7.76613 -0.50348
H 3.72744 7.75220 -2.46527
H 3.76355 5.78643 -4.01740
H 2.44517 3.76366 -3.46594
H 0.20017 2.02400 -3.45090
H 1.28108 0.93845 -5.41505
H 3.53453 -0.09195 -5.19152
H 4.68946 -0.08972 -2.98845
H 3.56055 0.87327 -0.99191
O -2.02234 -4.00923 -1.25822
C -3.18801 -4.12403 -0.64011
O -3.51394 -3.37137 0.29694
C -3.96645 -5.27671 -1.20401
C -5.16996 -5.64239 -0.58993
C -5.67595 -6.92237 -0.80504
C -5.02777 -7.77871 -1.71333
C -3.91602 -7.34788 -2.44922
C -3.42836 -6.05350 -2.24916
H -5.67413 -4.91873 0.05147
H -6.55040 -7.25632 -0.23965
H -5.36589 -8.81308 -1.79173
H -3.40813 -8.01634 -3.15168
H -2.62152 -5.64955 -2.86713
```

Properties
2S+1 = 4
E_LUMO (alpha / beta) = -6.9 / -8.0 eV
E_HOMO (alpha / beta) = -12.170 / -13.518 eV
relative energy (zero: lowest compared OMol25 entry of this formula, charge and spin) = 13.08 kcal per mole
total charge = +2
frontier orbital gap (alpha / beta) = 5.22 / 5.50 eV
total energy = -2536.35529 a.u.


# 5
C42H43Br3IMoN4O3P as an isolated structure, computed with ωB97M-V with the def2-TZVPD basis set.

```
98
Properties=species:S:1:pos:R:3
Mo -1.13464 0.17370 -0.17070
C -3.28125 4.18324 0.64606
C -3.11428 3.31961 1.85229
N -3.51127 3.79032 3.02514
C -3.38151 3.05942 4.12765
C -2.87893 1.76417 4.16105
C -2.81980 0.98975 5.46184
O -2.73918 1.82147 6.58361
C -2.43273 1.24598 2.92951
C -2.05753 -0.15042 2.80202
N -1.55207 -0.71492 1.73546
C -1.58212 -2.16006 1.73038
C -0.75867 -2.91079 2.54774
C -0.91038 -4.29014 2.56713
C -1.85923 -4.90323 1.76379
C -2.67815 -4.14817 0.93279
C -2.53469 -2.77271 0.92668
I -3.79292 -1.56807 -0.22485
C -2.53478 2.04957 1.78304
O -2.04095 1.64382 0.59903
H -3.99266 4.97237 0.87386
H -3.64207 3.60672 -0.20579
H -2.33349 4.64561 0.36700
H -3.69283 3.54473 5.04191
H -1.91524 0.37658 5.48591
H -3.67999 0.30963 5.52901
H -3.61956 2.10947 6.85090
H -2.30150 -0.80016 3.64187
H -0.01059 -2.42329 3.15835
H -0.28428 -4.88451 3.21550
H -1.97214 -5.97658 1.78350
H -3.41845 -4.62688 0.31191
Br -0.59638 -4.35966 -2.38021
C -1.14748 -2.74666 -3.13334
C -1.66283 -2.77592 -4.45902
C -2.15510 -1.65049 -5.05878
Br -2.80825 -1.74402 -6.81448
C -2.19350 -0.40849 -4.34876
C -2.77347 0.78914 -4.81754
C -2.82650 1.88909 -3.99756
C -2.28810 1.80596 -2.70888
N -1.69910 0.70521 -2.25313
C -1.65650 -0.39922 -3.05511
C -1.10302 -1.55610 -2.45316
O -0.67182 -1.39303 -1.18153
H -1.65452 -3.71466 -4.99025
H -3.18732 0.82354 -5.81419
H -3.28306 2.81058 -4.32093
H -2.33455 2.65108 -2.03469
C 2.65108 3.63797 -0.35010
C 1.26811 3.06311 -0.02779
C 0.33191 3.40834 -1.18724
C 0.72107 3.69191 1.25557
P 1.31672 1.19756 0.11035
C 2.27038 0.64173 -1.34095
C 1.60513 0.40696 -2.54080
C 2.29353 0.04706 -3.68815
C 3.67003 -0.09199 -3.65265
C 4.35145 0.13913 -2.46701
C 3.66160 0.50630 -1.32397
C 2.18488 0.64668 1.67600
C 3.43142 1.46145 2.04673
C 1.23097 0.77067 2.87081
C 2.52632 -0.83461 1.49606
H 2.52264 4.70233 -0.54547
H 3.08300 3.19388 -1.24314
H 3.35698 3.54037 0.46972
H 0.28441 4.49279 -1.28045
H -0.68035 3.04927 -0.99703
H 0.68937 3.00830 -2.13689
H 0.52591 4.74718 1.06779
H 1.43463 3.63956 2.07337
H -0.21596 3.23597 1.58541
H 0.53314 0.52875 -2.59819
H 1.75196 -0.13024 -4.60559
H 4.21116 -0.37969 -4.53950
H 5.42495 0.03487 -2.42793
H 4.22678 0.67809 -0.42543
H 3.18704 2.48750 2.31601
H 4.20940 1.48259 1.29281
H 3.86079 0.99217 2.93362
H 1.01887 1.80100 3.13902
H 1.70982 0.30090 3.73048
H 0.29811 0.25108 2.69460
H 3.25058 -1.01239 0.70487
H 1.64759 -1.44657 1.27787
H 2.95797 -1.19704 2.42915
Br 3.62938 -3.12878 -4.06585
C 3.04656 -3.84536 -2.42364
C 3.16221 -5.20158 -2.16802
C 2.69547 -5.66506 -0.94824
C 2.13936 -4.75870 -0.05892
N 2.02389 -3.45798 -0.30693
C 2.47696 -3.01340 -1.47235
H 3.60287 -5.86737 -2.89336
H 2.76743 -6.70968 -0.69020
H 1.76952 -5.09742 0.89837
H 2.38233 -1.95020 -1.67484
```

Properties
2S+1 = 3
E_LUMO (alpha / beta) = -7.2 / -7.1 eV
E_HOMO (alpha / beta) = -13.357 / -13.371 eV
relative energy (zero: lowest compared OMol25 entry of this formula, charge and spin) = 22.69 kcal per mole
total charge = +2
frontier orbital gap (alpha / beta) = 6.14 / 6.24 eV
total energy = -10499.85896 a.u.


- Number 2 is which compound?
  C42H42IrN3S4Si2